No. 1
Molecular formula: C19H22N2O4S2
Method: DFT, ωB97M-V with the def2-TZVPD basis set

The geometry in ORCA input format:
```
! wB97M-V def2-TZVPD RIJCOSX def2/J DEFGRID3
* xyz 0 1
O 2.757 -2.870 1.509
C 3.396 -1.882 1.242
C 4.905 -1.919 1.089
S 5.422 -1.133 -0.490
C 3.991 -1.469 -1.507
C 3.423 -2.733 -1.556
C 2.249 -2.920 -2.264
C 1.659 -1.865 -2.940
C 2.262 -0.618 -2.931
C 3.425 -0.415 -2.212
N 2.868 -0.639 1.025
C 1.596 -0.353 0.530
C 1.369 0.928 0.024
C 0.175 1.224 -0.602
C -0.792 0.244 -0.718
S -2.269 0.556 -1.664
O -2.455 1.976 -1.801
O -2.205 -0.237 -2.857
N -3.470 -0.126 -0.717
C -4.144 0.735 0.234
C -3.257 0.983 1.469
C -2.439 2.278 1.376
C -3.322 3.276 2.123
C -3.930 2.386 3.204
O -4.089 1.106 2.617
C -0.594 -1.017 -0.191
C 0.593 -1.318 0.450
H 5.249 -2.952 1.123
H 5.402 -1.348 1.874
H 3.880 -3.560 -1.034
H 1.796 -3.899 -2.283
H 0.731 -2.008 -3.471
H 1.811 0.203 -3.467
H 3.897 0.556 -2.184
H 3.543 0.103 0.879
H 2.143 1.678 0.098
H -0.014 2.199 -1.021
H -4.097 -0.641 -1.316
H -5.050 0.231 0.576
H -4.418 1.690 -0.230
H -2.616 0.101 1.600
H -1.484 2.158 1.888
H -2.261 2.563 0.343
H -4.103 3.658 1.465
H -2.766 4.113 2.538
H -3.254 2.309 4.068
H -4.909 2.723 3.551
H -1.371 -1.756 -0.297
H 0.764 -2.300 0.857
*
```

Computed properties:
* energy above the lowest of the compared OMol25 structures with the same formula, charge and spin: 16.87 kcal/mol
* largest force on an atom: 0.98 eV/A
* structure (SMILES): O=C(CSc1ccccc1)Nc1ccc(S(=O)(=O)NC[C@H]2CCCO2)cc1
* E_HOMO: -8.797 eV
* calculated total energy: -52900.7502 eV
* M: 406.5 g mol⁻¹
* gap between HOMO and LUMO: 9.26 eV

---

No. 2
Molecular formula: C28H22N3OPRh
Method: DFT, ωB97M-V with the def2-TZVPD basis set

The geometry in ORCA input format:
```
! wB97M-V def2-TZVPD RIJCOSX def2/J DEFGRID3
* xyz 1 5
Rh 0.657 0.198 0.530
C 4.388 -5.795 -0.206
C 4.754 -4.867 0.761
C 4.015 -3.704 0.929
C 2.887 -3.492 0.135
C 2.533 -4.414 -0.857
C 3.280 -5.570 -1.017
P 1.820 -2.053 0.344
C 2.466 -1.010 1.690
C 3.253 0.099 1.317
C 3.822 0.905 2.296
C 3.615 0.603 3.633
C 2.843 -0.500 4.006
C 2.255 -1.294 3.047
C 0.162 -2.556 0.761
C -0.303 -3.831 1.089
C -1.657 -3.986 1.325
C -2.522 -2.896 1.216
C -2.050 -1.627 0.891
C -0.697 -1.446 0.658
H 4.975 -6.697 -0.337
H 5.620 -5.047 1.386
H 4.309 -2.979 1.679
H 1.670 -4.228 -1.491
H 3.004 -6.290 -1.778
H 3.469 0.278 0.273
H 4.430 1.754 2.012
H 4.062 1.228 4.396
H 2.704 -0.731 5.056
H 1.636 -2.136 3.332
H 0.375 -4.673 1.153
H -2.049 -4.962 1.588
H -3.584 -3.037 1.380
H -2.753 -0.807 0.803
C -0.979 1.428 4.668
C -0.733 1.563 3.192
O 0.042 0.772 2.657
C -1.394 2.657 2.451
C -1.843 2.448 1.148
C -2.432 3.480 0.438
C -2.553 4.735 1.020
C -2.115 4.948 2.321
C -1.555 3.909 3.043
H -0.848 0.390 4.962
H -1.968 1.788 4.944
H -0.236 2.027 5.206
H -1.777 1.465 0.708
H -2.792 3.305 -0.570
H -2.989 5.552 0.458
H -2.205 5.928 2.771
H -1.203 4.084 4.055
N 1.028 1.714 -0.695
C 1.168 2.887 -0.469
N 1.300 4.095 -0.328
C 1.260 4.980 0.656
N 1.207 5.766 1.504
*
```

Computed properties:
* energy above the lowest of the compared OMol25 structures with the same formula, charge and spin: 16.65 kcal/mol
* largest force on an atom: 1.02 eV/A
* E_HOMO (spin up / spin down): -11.100 / -11.668 eV
* calculated total energy: -48197.1101 eV
* M: 550.4 g mol⁻¹
* gap between HOMO and LUMO (spin up / spin down): 8.24 / 5.65 eV

---

No. 3
Molecular formula: C30H52BrN3O8
Method: DFT, ωB97M-V with the def2-TZVPD basis set

The geometry in ORCA input format:
```
! wB97M-V def2-TZVPD RIJCOSX def2/J DEFGRID3
* xyz 0 1
C -3.124 0.135 2.775
C -1.728 0.614 2.023
C -0.493 -0.331 2.532
C 0.403 0.451 3.710
C 0.427 -1.007 1.354
C 1.936 -1.165 2.069
N 3.121 -1.200 2.642
C 0.734 -0.009 0.063
C 1.130 1.530 0.443
O 0.713 2.355 -0.742
C 2.788 1.734 0.505
N 3.334 1.824 1.910
C -0.078 -2.468 0.813
C 0.237 -2.730 -0.813
N 0.703 -2.557 -2.028
C 0.708 -3.766 1.522
C 0.353 -3.987 3.098
C 1.695 -4.022 4.096
C 1.395 -3.313 5.572
O 0.146 -3.888 6.145
C -0.893 -2.859 6.308
O -0.776 -1.733 7.018
C -1.665 -2.805 0.986
C -2.715 -1.977 0.067
O -2.486 -1.069 -0.875
Br -4.686 -2.429 0.353
H -3.419 -0.978 2.572
H -4.022 0.903 2.617
H -2.883 0.198 3.943
H -1.824 0.747 0.867
H -1.507 1.706 2.456
H -1.015 -1.203 3.162
H 1.168 1.218 3.282
H 0.868 -0.287 4.492
H -0.406 1.090 4.311
H 1.730 -0.450 -0.430
H -0.132 0.033 -0.722
H 0.572 2.002 1.350
H 0.937 1.821 -1.567
H 3.372 0.951 -0.139
H 2.998 2.793 -0.004
H 3.217 2.774 2.330
H 4.365 1.572 1.925
H 0.242 -4.706 0.948
H 1.855 -3.804 1.250
H -0.432 -3.255 3.558
H -0.121 -5.077 3.218
H 2.664 -3.624 3.575
H 1.914 -5.167 4.355
H 1.339 -2.145 5.528
H 2.248 -3.580 6.347
H -1.955 -3.064 5.810
H -2.067 -2.774 2.101
H -1.784 -3.953 0.671
C -5.379 -3.075 -3.967
C -6.185 -4.101 -3.216
C -7.678 -4.087 -3.410
O -5.645 -4.918 -2.473
H -4.317 -3.204 -3.730
H -5.516 -3.210 -5.043
H -5.684 -2.070 -3.667
H -7.918 -4.267 -4.461
H -8.086 -3.127 -3.085
H -8.129 -4.882 -2.807
C 1.653 -0.231 -5.281
C 1.122 1.052 -4.698
C 0.496 2.038 -5.648
O 1.197 1.285 -3.493
H 2.076 -0.846 -4.479
H 0.841 -0.787 -5.757
H 2.440 -0.011 -6.006
H -0.367 1.583 -6.140
H 1.232 2.359 -6.389
H 0.158 2.916 -5.087
C 7.447 2.809 -0.320
C 6.589 3.154 0.867
C 6.259 4.606 1.087
O 6.174 2.282 1.629
H 7.604 1.726 -0.353
H 6.947 3.118 -1.242
H 8.419 3.301 -0.231
H 5.706 4.995 0.228
H 7.178 5.177 1.239
H 5.633 4.705 1.980
C -2.843 6.442 -3.736
C -1.806 5.355 -3.830
C -2.125 4.035 -3.182
O -0.739 5.540 -4.413
H -2.477 7.338 -4.248
H -3.768 6.116 -4.220
H -3.029 6.690 -2.688
H -3.017 3.601 -3.640
H -2.278 4.175 -2.109
H -1.285 3.347 -3.329
*
```

Computed properties:
* largest force on an atom: 12.54 eV/A
* structure (SMILES): CC[C@H](C)[C@](C#N)(C[C@H](O)CN)[C@@](C#N)(CCCCOC=O)CC(=O)Br.CC(C)=O.CC(C)=O.CC(C)=O.CC(C)=O
* E_HOMO: -8.300 eV
* calculated total energy: -122833.2893 eV
* M: 662.7 g mol⁻¹
* gap between HOMO and LUMO: 8.01 eV

---

No. 4
Molecular formula: C3H5NO2
Method: DFT, ωB97M-V with the def2-TZVPD basis set

The geometry in ORCA input format:
```
! wB97M-V def2-TZVPD RIJCOSX def2/J DEFGRID3
* xyz 0 1
C -0.194 1.767 -1.157
N -1.167 2.259 -0.777
H 0.701 1.241 -1.452
C 1.642 -0.602 0.468
O 1.644 -0.504 -0.740
H 1.383 0.247 1.126
H 1.912 -1.543 0.974
C -1.462 -0.822 0.407
O -0.790 -1.113 1.368
H -2.414 -0.274 0.504
H -1.146 -1.081 -0.621
*
```

Computed properties:
* energy above the lowest of the compared OMol25 structures with the same formula, charge and spin: 68.79 kcal/mol
* largest force on an atom: 1.14 eV/A
* structure (SMILES): C#N.C=O.C=O
* E_HOMO: -10.584 eV
* calculated total energy: -8774.7115 eV
* M: 87.1 g mol⁻¹
* gap between HOMO and LUMO: 11.06 eV

---

No. 5
Molecular formula: C26H32N6O3STi
Method: DFT, ωB97M-V with the def2-TZVPD basis set

The geometry in ORCA input format:
```
! wB97M-V def2-TZVPD RIJCOSX def2/J DEFGRID3
* xyz -2 3
Ti 0.607 0.086 -1.470
C -1.503 -2.811 3.715
C -1.021 -3.400 2.392
N 0.410 -3.326 2.221
C 1.023 -2.136 1.810
S 2.690 -2.028 2.230
N 0.249 -1.318 1.149
N 0.780 -0.162 0.632
C 1.142 0.853 1.358
C 0.995 0.899 2.849
C 1.641 1.965 0.594
C 2.167 3.135 1.158
C 2.704 4.119 0.369
C 2.700 3.922 -1.039
C 2.141 2.783 -1.544
N 1.599 1.808 -0.786
H -2.592 -2.831 3.787
H -1.095 -3.360 4.568
H -1.178 -1.774 3.799
H -1.331 -4.448 2.302
H -1.480 -2.857 1.568
H 0.968 -3.759 2.941
H 1.864 0.464 3.342
H 0.833 1.921 3.188
H 0.128 0.297 3.131
H 2.162 3.241 2.235
H 3.114 5.019 0.810
H 3.118 4.655 -1.718
H 2.088 2.601 -2.614
O -1.459 0.027 -3.949
N -0.435 -0.196 -3.348
O -0.187 -1.335 -2.690
O 0.634 0.636 -3.398
C -1.456 4.620 0.813
C -1.867 3.530 1.574
C -1.889 2.261 1.033
C -1.507 2.034 -0.300
C -1.110 3.144 -1.058
C -1.075 4.412 -0.506
N -1.462 0.762 -0.848
C -2.599 0.010 -0.729
C -3.884 0.580 -0.630
C -5.019 -0.201 -0.557
C -4.938 -1.589 -0.598
C -3.677 -2.165 -0.716
C -2.534 -1.394 -0.776
H -1.416 5.611 1.247
H -2.153 3.670 2.612
H -2.190 1.413 1.638
H -0.816 2.980 -2.088
H -0.738 5.242 -1.115
H -3.981 1.660 -0.616
H -5.985 0.289 -0.479
H -5.828 -2.205 -0.548
H -3.574 -3.246 -0.753
H -1.566 -1.873 -0.844
C 4.063 -2.706 -2.553
C 2.608 -2.303 -2.287
C 1.915 -3.382 -1.461
C 2.518 -0.958 -1.580
H 4.138 -3.686 -3.034
H 4.616 -2.751 -1.612
H 4.563 -1.975 -3.193
H 2.092 -2.236 -3.256
H 2.404 -3.486 -0.488
H 1.939 -4.352 -1.968
H 0.872 -3.128 -1.265
H 3.143 -0.208 -2.093
H 2.918 -1.063 -0.562
*
```

Computed properties:
* largest force on an atom: 1.64 eV/A
* E_HOMO (spin up / spin down): 0.158 / -1.465 eV
* calculated total energy: -76513.3656 eV
* M: 556.5 g mol⁻¹
* gap between HOMO and LUMO (spin up / spin down): 4.60 / 6.19 eV

---

No. 6
Molecular formula: C14H2Cl5F3N2O10SV
Method: DFT, ωB97M-V with the def2-TZVPD basis set

The geometry in ORCA input format:
```
! wB97M-V def2-TZVPD RIJCOSX def2/J DEFGRID3
* xyz 1 1
V -0.243 -0.553 -0.633
O 3.500 -0.181 0.095
C 2.462 0.334 -0.094
O 1.454 -0.366 -0.838
C 1.968 1.682 0.263
C 2.852 2.743 0.366
C 2.336 4.002 0.594
C 0.982 4.243 0.713
C 0.112 3.176 0.605
C 0.594 1.888 0.421
O -0.242 0.817 0.452
N -1.337 3.424 0.685
O -1.696 4.329 1.397
O -2.048 2.704 0.015
N 3.272 5.147 0.699
O 2.781 6.230 0.908
O 4.449 4.892 0.602
H 3.920 2.601 0.258
H 0.608 5.244 0.887
F -4.459 -2.234 -1.503
C -3.402 -1.961 -2.239
F -3.728 -1.806 -3.500
F -2.492 -2.917 -2.106
S -2.692 -0.365 -1.600
O -1.262 -0.324 -2.196
O -3.534 0.689 -1.990
O -2.335 -0.603 -0.186
Cl -1.079 -1.371 2.576
C -0.592 -2.621 1.515
C -0.225 -2.331 0.203
C 0.194 -3.326 -0.668
Cl 0.644 -2.878 -2.270
C 0.238 -4.649 -0.253
Cl 0.738 -5.869 -1.333
C -0.133 -4.952 1.063
Cl -0.086 -6.565 1.592
C -0.542 -3.943 1.949
Cl -0.977 -4.329 3.551
*
```

Computed properties:
* energy above the lowest of the compared OMol25 structures with the same formula, charge and spin: 1.22 kcal/mol
* largest force on an atom: 0.69 eV/A
* E_HOMO: -12.885 eV
* calculated total energy: -145279.3934 eV
* M: 675.4 g mol⁻¹
* gap between HOMO and LUMO: 5.85 eV

---

No. 7
Molecular formula: C13H46NO14V
Method: DFT, ωB97M-V with the def2-TZVPD basis set

The geometry in ORCA input format:
```
! wB97M-V def2-TZVPD RIJCOSX def2/J DEFGRID3
* xyz 1 4
V -0.488 -1.198 4.210
C -0.142 -1.157 0.962
O 0.617 -1.099 2.144
H -0.750 -2.056 1.058
H -0.836 -0.335 0.788
H 0.455 -1.273 0.057
C 1.751 1.466 -6.876
C 0.507 1.337 -6.024
C 0.912 0.993 -4.563
O -0.310 0.921 -3.836
C -0.045 0.634 -2.471
N -0.241 2.550 -6.247
H 1.602 1.725 -7.924
H 2.314 0.533 -6.836
H 2.493 2.125 -6.426
H -0.221 0.619 -6.402
H 1.585 1.798 -4.269
H 1.538 0.102 -4.602
H 0.777 1.199 -2.031
H 0.204 -0.426 -2.421
H -0.988 0.809 -1.953
H -0.987 2.525 -5.567
H 0.317 3.291 -5.846
C -3.377 -4.401 -0.600
C -2.506 -4.725 0.657
O -3.202 -4.332 1.840
O -4.481 -5.369 -0.822
H -2.598 -4.619 -1.331
H -3.728 -3.371 -0.536
H -1.652 -4.049 0.640
H -2.056 -5.716 0.711
H -4.045 -4.789 1.808
H -4.981 -5.098 -1.595
C 4.949 -0.091 -0.524
C 3.583 0.464 -1.114
O 3.305 1.814 -0.758
O 4.882 -0.293 0.898
H 5.657 0.711 -0.735
H 5.312 -0.987 -1.027
H 2.751 -0.186 -0.844
H 3.612 0.316 -2.194
H 3.129 1.798 0.186
H 4.437 -1.129 1.055
C 1.253 2.625 4.316
C 1.153 1.702 5.452
O 0.967 0.463 4.851
O 2.573 2.640 3.868
H 0.964 3.620 4.655
H 0.528 2.393 3.535
H 0.215 1.866 5.983
H 1.960 1.718 6.184
H 1.837 0.283 4.486
H 2.542 2.062 3.103
C -3.815 1.317 0.524
C -3.457 2.164 -0.689
O -3.962 3.459 -0.695
O -3.155 1.734 1.724
H -3.571 0.287 0.264
H -4.867 1.462 0.769
H -3.836 1.691 -1.595
H -2.375 2.107 -0.810
H -3.445 3.964 -0.063
H -3.765 1.981 2.422
O -2.034 -2.429 3.322
H -2.277 -2.998 2.592
H -2.561 -2.742 4.057
O 3.037 -2.528 1.441
H 3.491 -2.436 2.278
H 2.208 -2.067 1.566
O 2.492 1.162 1.729
H 1.702 0.643 1.880
H 3.202 0.520 1.716
O -1.751 0.500 3.585
H -2.216 1.079 4.188
H -2.092 0.731 2.720
*
```

Computed properties:
* largest force on an atom: 4.05 eV/A
* E_HOMO (spin up / spin down): -10.838 / -10.838 eV
* calculated total energy: -70059.9197 eV
* M: 491.4 g mol⁻¹
* gap between HOMO and LUMO (spin up / spin down): 6.12 / 6.08 eV